1.
52
Properties=species:S:1:pos:R:3 method="wB97M-V/def2-TZVPD" charge=-1 orbital_gap_ev=7.11 multiplicity=1 molar_mass_g_mol=520.00
Sb 0.387 1.201 -2.663
P -0.412 -0.957 -1.735
P 2.372 1.320 -1.183
O 2.780 -0.031 -0.474
O -2.875 1.590 -1.817
O -2.185 2.713 -1.768
O 3.743 1.759 -2.225
O -3.388 -4.384 -3.306
O -2.990 0.797 2.501
O -1.524 2.936 3.558
O -1.501 -0.722 -0.351
O -2.751 -7.061 -3.825
O -1.444 -1.678 -2.989
O 3.298 1.899 2.824
O 4.406 0.915 5.199
O 2.268 2.548 0.080
O 0.716 -2.034 -1.451
C 4.068 2.746 3.674
C 3.955 2.269 5.116
C -1.178 1.589 3.875
C -0.833 2.393 -1.228
C -1.924 -6.007 -4.316
C -2.764 -4.755 -4.537
C -2.421 0.709 3.809
H -2.206 2.880 2.859
H -1.136 -1.326 -3.898
H -1.339 -1.479 0.288
H 2.912 2.282 5.445
H -3.823 1.762 -2.108
H -3.564 -4.951 -5.258
H 5.369 0.920 5.058
H -0.274 3.424 -1.049
H -3.398 -6.637 -3.227
H 2.680 2.111 0.883
H -0.434 1.262 3.142
H -2.186 -0.336 4.029
H -3.179 1.062 4.515
H -2.155 -3.920 -4.896
H -0.731 1.568 4.872
H 4.266 0.907 -2.424
H 1.295 0.392 -3.940
H -1.453 -6.336 -5.246
H 3.396 0.996 3.185
H 3.705 3.772 3.568
H -1.148 -5.825 -3.566
H 0.911 2.738 -3.384
H 4.552 2.887 5.793
H -0.899 1.871 -0.169
H -2.687 -4.061 -2.711
H -2.383 0.344 1.889
H 5.106 2.697 3.330
H -1.001 1.241 -3.746

***

2.
23
Properties=species:S:1:pos:R:3 method="wB97M-V/def2-TZVPD" orbital_gap_ev=9.71 multiplicity=1 molar_mass_g_mol=230.53 smiles=C[C@@H](Cl)CCOCCNBr
Br -3.527 -0.943 -2.153
Cl 1.154 1.158 -1.601
O -0.941 -1.092 0.947
N -3.391 -0.323 -0.378
C -2.275 0.623 -0.189
C 1.388 -0.919 0.143
C 3.248 0.798 0.108
C -1.443 0.217 1.018
C 1.751 0.551 -0.021
C -0.042 -1.365 -0.108
H -0.639 0.955 1.134
H -0.404 -0.952 -1.053
H 1.668 -1.208 1.161
H 2.029 -1.491 -0.536
H -0.048 -2.448 -0.214
H -2.653 1.636 -0.029
H 3.515 0.874 1.162
H -2.051 0.256 1.922
H -4.269 0.162 -0.245
H 3.811 -0.022 -0.335
H -1.649 0.658 -1.080
H 3.529 1.726 -0.385
H 1.238 1.148 0.732

***

3.
14
Properties=species:S:1:pos:R:3 method="wB97M-V/def2-TZVPD" relative_energy_kcal_mol=27.0 orbital_gap_ev=10.76 multiplicity=1 molar_mass_g_mol=97.12
O -1.111 0.866 -0.551
N 0.666 1.317 -2.048
C 0.128 -0.335 1.084
C -1.182 0.383 0.805
C 0.167 0.761 -1.031
C 0.418 -1.468 0.155
C 0.974 -0.101 -0.140
H -2.051 -0.281 0.882
H -1.332 1.237 1.476
H 2.035 0.095 -0.216
H 0.515 -0.340 2.099
H -0.388 -1.854 -0.466
H 1.133 -2.212 0.493
H 0.027 1.933 -2.541